1.
DFT (the ωB97M-V functional and the def2-TZVPD basis) results for a structure of composition C14H15AsClF6N2O3S4Sn.

Structure (XYZ):
```
47
Properties=species:S:1:pos:R:3:forces:R:3
As -0.752911 3.517796 0.209502 0.0 0.0 0.0
C 3.890790 1.923971 1.300680 -0.1 -0.3 -0.4
H -2.634151 -6.512322 -3.967229 0.0 0.0 0.0
Sn 1.378824 1.500668 1.315710 0.0 0.0 0.0
F -1.681359 3.369155 -1.178805 0.0 0.0 0.0
S -1.945420 -1.462878 -0.532645 0.0 -0.1 -0.1
N -1.857127 -3.124660 -2.578367 -0.1 0.0 0.0
C -2.099812 -5.877679 -4.658174 0.0 0.0 0.0
C -2.586364 -2.577950 -1.489286 0.0 0.1 0.0
Cl 5.441159 3.680342 0.142428 0.0 0.0 0.0
H -0.521988 4.621743 4.310159 0.0 0.0 0.0
S 0.272751 1.114954 4.585557 0.0 -0.1 -0.1
H 2.526149 1.696550 5.056232 0.0 0.0 0.0
H -0.068530 -3.600138 -7.057109 0.0 0.0 0.0
C -1.947763 -4.514327 -4.419897 0.0 0.0 0.0
N -2.529728 -3.925973 -3.254220 0.1 0.0 0.0
H 5.948384 1.500534 0.914169 0.0 0.0 0.0
S -5.010711 -4.970667 -3.709710 0.0 0.0 0.0
F 0.413621 3.394906 1.707201 0.0 -0.1 0.0
C 1.562272 2.139053 5.304483 0.0 0.1 0.0
C -1.206600 -3.679485 -5.253453 0.0 0.0 0.0
F -1.024361 1.806847 0.655003 0.0 0.0 0.0
H -1.122260 -2.624174 -5.033250 0.0 0.0 0.0
C 5.334754 2.318719 1.275992 0.1 0.1 0.1
H 1.400106 2.034358 6.381730 0.0 0.0 0.0
H -0.482447 3.987832 5.948515 0.0 0.0 0.0
C -0.897187 2.494745 4.447964 0.0 0.0 0.0
H 1.860229 4.270361 5.452063 0.0 0.0 0.0
C -1.489219 -6.409721 -5.778435 0.0 0.0 0.0
F -0.200645 5.081990 -0.042646 0.0 0.0 0.0
H 5.642242 2.651017 2.263075 0.1 0.0 0.0
F 0.719055 2.858170 -0.570240 0.0 -0.1 0.0
O 3.439407 1.061036 0.491257 0.0 0.2 0.2
C -0.626616 -4.229774 -6.378795 0.0 0.0 0.0
O 3.071809 2.482678 2.106822 0.0 0.1 0.1
H -1.200143 2.508156 3.401549 0.0 0.0 0.0
C -0.196462 3.779262 4.917810 0.0 0.0 0.0
H -0.308028 -6.014613 -7.519722 0.0 0.0 0.0
C -0.768340 -5.589177 -6.638308 0.0 0.0 0.0
O 0.721209 0.759729 3.119966 0.0 0.1 0.2
H -1.571637 -7.468664 -5.978072 0.0 0.0 0.0
C 1.314946 3.564843 4.826951 0.0 0.0 0.0
H 1.674663 3.693582 3.807770 0.0 0.0 0.0
F -1.979541 3.962016 1.286357 0.0 0.0 0.0
H -1.765077 2.224542 5.047818 0.0 0.0 0.0
C -3.953481 -4.153664 -2.852627 0.0 0.0 0.0
S -4.184442 -3.263711 -1.385772 -0.1 0.0 0.1
```
Forces are in eV/Å.

Summary:
- Net charge: +2
- HOMO (spin up / spin down): -14.8 / -14.8 eV
- E: -5979.4019 hartree
- Orbital gap (spin up / spin down): 0.2203 / 0.2204 hartree
- Multiplicity: 2

***

2.
DFT (the ωB97M-V functional and the def2-TZVPD basis) results for a structure of composition C4H9Cl8HgO in a non-equilibrium geometry.

Structure (XYZ):
```
23
Properties=species:S:1:pos:R:3:forces:R:3
Cl -2.423179 -0.209412 -4.646455 -0.5 -0.4 -1.1
Cl -0.296416 8.459455 3.249568 0.1 0.6 -0.4
C 0.323691 7.645548 1.777978 -0.1 0.2 0.6
H -0.221877 7.970307 0.891983 -0.1 -0.1 0.3
Cl -1.986977 -1.068289 -7.497859 -0.4 0.0 0.6
H 0.936511 -7.030474 -1.791383 -0.1 0.3 0.2
H -3.628090 -1.839546 -5.901923 0.4 0.0 -0.1
C 1.184907 -5.984957 -1.973815 0.1 0.2 -0.6
Hg -0.308502 0.468167 0.859014 0.1 0.0 0.1
H 2.261660 -5.823563 -1.922150 -0.2 -0.1 -0.3
H 2.791100 -0.504059 5.684701 0.2 0.7 0.4
C -3.172603 -0.884497 -6.163696 0.2 0.3 0.4
Cl 0.617172 -5.640755 -3.678351 0.3 -0.1 1.0
Cl 0.484673 -4.906182 -0.757563 -0.1 -0.3 -0.3
O 0.830213 -0.808844 5.174434 0.8 0.1 1.0
H 1.811058 -1.328364 6.939877 -0.2 0.4 0.5
H 1.378753 7.904176 1.688047 -0.2 -0.3 0.0
H -3.960778 -0.221655 -6.520788 0.3 0.1 0.2
Cl -4.734663 0.257695 2.070248 0.3 0.0 -0.1
Cl 0.073225 5.934865 2.089249 0.3 -0.3 -0.6
H 2.308741 -2.148660 5.457876 0.2 -0.4 0.3
C 1.970845 -1.197660 5.869612 -1.1 -0.6 -2.3
Cl 3.760537 0.956706 -0.898603 -0.3 0.0 0.2
```
Forces are in eV/Å.

Summary:
- Net charge: -1
- ΔE to the lowest compared entry with this formula, charge and spin: 721.3 kJ/mol
- HOMO: -5.6 eV
- E: -4067.7974 hartree
- Orbital gap: 0.0831 hartree

***

3.
DFT (the ωB97M-V functional and the def2-TZVPD basis) results for a cluster of 6 separate species, C30H70N2O6 in total in a non-equilibrium geometry.

Structure (XYZ):
```
108
Properties=species:S:1:pos:R:3:forces:R:3
H 19.853530 32.927450 -3.583970 0.6 -0.2 0.0
C 8.428200 18.010940 -7.012860 -0.4 1.5 -1.1
C 7.689220 18.851810 -3.694550 -0.9 -0.2 -0.4
H 17.727720 31.533410 -4.480160 -0.7 0.1 -0.1
H 13.766590 29.265340 7.082810 -0.1 0.2 -0.2
H 11.536880 17.412700 -5.712040 0.1 0.2 0.4
H 12.407460 27.612060 3.024970 0.4 0.8 -0.1
H 9.617420 21.207820 -5.755700 -0.3 0.7 -0.2
H 14.452780 28.976600 3.824150 0.0 0.9 0.6
H 16.592930 24.698500 -6.640440 0.0 0.2 -0.3
H 13.889590 32.698590 -10.798760 -0.2 0.1 -0.4
C 12.028870 30.178630 -11.595430 -0.2 -0.2 -0.6
H 14.340430 23.981160 4.063120 -0.4 -0.2 0.7
O 18.116600 32.383240 -4.260710 -3.0 0.4 0.5
H 13.002190 28.888560 4.942990 0.2 0.6 0.0
N 14.229690 26.756430 6.326050 -1.1 -0.3 -0.5
H 12.150340 25.504560 4.039820 0.5 -0.7 -0.4
H 11.750430 19.276200 -6.984000 -0.1 0.1 0.6
H 14.228340 31.311470 -13.377200 -0.4 -1.3 0.4
H 14.444070 25.515680 -7.162830 -0.6 0.1 -0.1
C 9.218650 19.040160 -3.921100 -1.8 1.2 1.4
H 7.793540 17.304670 -6.477590 0.4 0.1 0.4
H 15.578490 24.419990 5.344530 -0.2 -0.3 0.0
H 19.647960 27.793310 -11.958930 -0.1 0.1 0.0
C 13.270950 27.316180 3.620740 0.0 -0.9 1.7
C 10.008870 17.795570 -3.485720 1.1 -1.0 -1.1
C 12.680920 26.275560 4.598520 0.4 -1.1 -1.9
H 20.655330 30.440130 -3.509530 0.0 -0.1 0.2
H 15.105720 30.124080 6.252120 -0.2 -0.2 -0.5
H 9.419730 19.911440 -1.892880 0.2 -0.4 0.0
H 9.775430 17.467280 -2.472890 -0.4 0.2 -0.1
C 13.736390 25.618750 5.536110 -2.5 -0.3 -0.3
H 15.142030 25.473780 4.012200 0.5 -0.2 -0.1
H 13.274010 27.289120 -5.462710 0.2 0.1 -0.5
C 13.237170 31.728070 -13.197930 0.0 1.5 0.3
H 10.715370 20.204440 -3.123930 0.3 0.2 0.7
H 7.185200 18.305340 -4.491690 0.2 -0.2 -0.1
H 14.672670 26.957150 -4.458480 -0.3 -0.4 0.4
C 14.012140 26.527430 -5.211570 0.8 -0.3 -1.5
C 13.883730 28.387370 4.543240 -2.3 0.1 -2.3
H 15.404260 28.913580 7.469630 0.2 0.1 0.1
H 7.110430 19.772660 -3.622640 0.5 0.5 -0.4
H 12.612560 23.773590 5.829590 -0.3 0.2 0.0
C 12.552380 31.559120 -11.817180 1.1 0.8 0.1
C 10.762660 19.128590 -7.420610 -0.5 -0.6 1.2
O 14.967890 26.267500 7.422310 0.7 0.5 0.0
C 14.761220 27.967700 5.658440 1.0 -0.3 0.6
H 12.029620 25.147480 6.892480 -0.3 0.1 -0.5
H 17.960680 27.615630 -13.690540 0.2 -0.1 0.5
H 11.089160 17.938300 -3.512200 0.1 1.0 0.4
H 14.265690 26.199930 8.073430 0.2 0.0 0.4
H 8.477720 17.669740 -8.046890 1.0 -0.8 0.1
H 14.072390 26.998650 2.953680 -0.3 -0.7 -0.1
H 9.303550 21.185890 -3.040750 -0.6 -0.2 -0.7
H 20.977430 32.089420 -5.801980 0.1 -0.1 -0.1
O 13.433000 31.857290 -10.725610 0.6 -0.8 0.4
H 13.451180 24.282450 7.264250 0.3 -0.2 -0.1
C 10.476790 17.185630 -5.824930 -0.4 1.1 0.0
H 7.833300 18.883120 -7.283950 -0.4 0.4 0.8
C 9.643630 20.156110 -2.931190 1.0 0.0 -0.4
C 15.954660 25.075630 -5.841390 1.0 -0.9 -0.2
C 18.841650 27.713400 -14.324910 0.4 0.5 0.1
H 11.308420 29.975540 -12.387770 -0.3 0.0 0.1
H 19.409450 31.426780 -6.262530 -0.1 -0.1 0.1
H 13.570900 32.759980 -13.306940 -0.5 0.6 0.1
C 14.981700 26.046060 -6.376870 -1.8 0.4 0.6
C 20.020710 28.522100 -13.740140 -0.3 -0.9 -1.0
C 19.900600 32.205950 -5.679630 1.0 0.0 0.6
H 12.820000 29.447420 -11.761380 0.1 -0.1 0.5
C 21.247590 28.311350 -14.672900 0.2 0.4 1.0
O 15.737300 27.068400 -6.943580 0.7 1.0 -0.3
H 11.768230 26.683410 5.032980 0.6 0.6 1.1
H 12.543190 31.575580 -14.024520 0.1 -0.4 0.0
H 11.543510 30.118450 -10.621310 0.2 -0.3 -0.1
H 19.132100 29.959350 -4.209160 0.0 0.1 -0.5
C 14.753820 29.164880 6.631840 0.3 -1.0 1.3
C 12.876470 24.653830 6.415800 1.1 0.4 0.6
H 19.104160 30.621750 -2.635490 0.2 0.4 0.2
H 19.268960 26.745050 -14.585280 -0.5 -0.2 -0.1
C 16.159840 27.801550 5.077990 0.3 0.5 -0.1
C 9.917700 16.656120 -4.507300 -1.1 0.1 0.1
H 21.769170 27.354990 -14.635200 -1.0 -0.8 0.3
H 13.418720 25.656220 -4.934180 0.3 0.0 0.6
H 10.490780 16.445470 -6.624980 -0.5 0.0 -0.1
H 11.752190 32.275830 -11.632460 -0.4 0.1 -1.0
O 20.404330 28.109300 -12.458580 0.5 -0.8 0.9
H 10.463570 20.111740 -7.783970 -0.3 -0.4 -0.5
H 10.392230 15.718950 -4.216360 0.6 0.3 0.3
H 15.191170 27.752830 -7.337140 -0.2 -0.1 0.0
H 19.621480 33.167440 -6.110570 -0.1 0.0 0.2
C 19.451060 32.118660 -4.193870 1.1 -0.5 -1.4
H 7.361360 18.397290 -2.759680 0.7 -0.5 0.2
H 16.850660 27.327350 5.775130 0.0 -0.1 -0.2
H 16.640100 25.574330 -5.156150 -0.2 -0.3 0.5
C 14.745660 24.748470 4.722770 0.3 2.1 -0.2
H 19.743650 29.566880 -13.599520 0.1 0.3 -0.8
C 9.751590 18.518480 -6.354680 0.6 -1.9 -1.0
H 16.496070 28.811450 4.843140 0.4 0.1 0.2
H 15.451660 24.177950 -5.481840 0.1 0.2 0.6
H 8.870030 16.355300 -4.506030 -0.3 0.0 -0.8
O 8.833920 20.656090 -5.698130 0.7 -1.1 0.3
N 9.554780 19.477620 -5.280760 0.9 -0.7 0.6
C 19.607100 30.725910 -3.596910 0.8 -0.1 0.2
H 22.065990 28.869360 -14.218000 0.0 1.0 -0.7
H 18.440500 28.220890 -15.202200 0.3 -0.1 -0.3
H 21.016450 28.463460 -15.727200 0.2 0.7 0.2
H 10.970550 18.356010 -8.160890 -0.5 0.4 -0.6
H 16.145440 27.332440 4.094200 0.1 -0.5 0.2
```
Forces are in eV/Å.

Summary:
- Net charge: 0
- ΔE to the lowest compared entry with this formula, charge and spin: 382.0 kJ/mol
- HOMO: -8.4 eV
- Structure (SMILES): CC1(C)CCCC(C)(C)N1O.CC1(C)CCCC(C)(C)N1O.CC(C)O.CC(C)O.CC(C)O.CC(C)O
- E: -1745.7563 hartree
- Orbital gap: 0.3204 hartree

***

> What is the E in the first record?

-5979.4019 hartree

***

> Which value of E does entry 1 give?

-5979.4019 hartree

***

> Which formula does entry 3 have?

C30H70N2O6